Here is a molecular structure, C24H23AuCl2N9P at a distorted geometry from the Open Molecules 2025 dataset. Energies are from wB97M-V/def2-TZVPD.

* frontier orbital gap (spin up / spin down): 7.8271 / 4.6848 eV
* LUMO level (spin up / spin down): 0.524 / -3.804 eV
* HOMO (spin up / spin down): -7.30 / -8.49 eV

The geometry in ORCA input format:
```
! RIJCOSX wB97M-V def2-TZVPD def2/J DEFGRID3
* xyz 0 3
N 0.330 -1.018 -3.757
H -0.857 -2.247 4.539
C -0.957 0.823 2.755
C 1.025 -3.275 4.458
H -3.356 2.390 0.908
N 1.616 1.985 -2.757
C 0.052 -2.418 3.978
N -1.180 -2.833 -3.904
C -3.051 -2.737 2.277
H 1.738 -0.103 1.012
Au -0.346 -0.712 -0.262
C -2.319 -3.470 1.206
H 0.597 2.492 5.249
N 0.505 0.438 -1.859
C -4.852 -2.612 3.887
C 1.677 -1.170 0.842
N -2.038 -3.359 -3.042
H 2.536 3.423 3.092
H 2.889 -4.247 4.043
H 0.896 -3.754 5.416
H -4.877 -0.878 5.148
C -4.380 -1.389 4.337
H -2.908 0.139 4.095
N -1.124 -1.780 -1.982
H -3.239 0.655 1.235
C 2.321 -2.940 2.458
P -1.075 -0.812 1.992
Cl 3.349 4.711 1.295
N 1.067 1.633 -1.667
H -2.457 -2.996 0.230
C -2.592 -1.495 2.731
H 3.199 -3.158 1.867
C -2.663 1.570 1.077
C 2.114 3.777 2.152
C 0.752 0.125 -3.151
H 0.537 -1.142 -4.738
H -4.570 -4.219 2.510
C -3.265 -0.821 3.748
N -2.015 -2.774 -1.916
H -2.322 3.891 2.456
C 2.144 -3.552 3.681
H -0.842 4.304 4.378
N 1.457 1.092 -3.718
C -0.052 2.316 4.402
H -2.067 1.426 0.172
C -1.699 3.095 2.837
C -4.194 -3.270 2.862
C -0.863 3.328 3.916
H 0.550 0.271 4.174
C 1.412 -1.972 2.001
H 2.450 -1.530 0.175
C 0.237 -1.778 2.762
Cl 1.597 2.386 1.192
C -0.611 -1.844 -3.234
H -2.672 -4.495 1.136
H -5.727 -3.055 4.342
C -1.766 1.844 2.241
C -0.088 1.065 3.813
H 1.243 4.406 2.313
H -1.249 -3.486 1.416
*
```